46
Properties=species:S:1:pos:R:3:forces:R:3 method="wB97M-V/def2-TZVPD" e_lumo_ev=2.110 fmax_ha_per_bohr=0.0472 homo_energy_ev=-3.317 charge=-1 multiplicity=1
C -2.09024 2.89525 -3.32941 0.61 1.00 -0.24
C -2.16859 1.44379 -3.17789 -1.85 -0.78 1.37
C -1.54699 0.43906 -4.04967 0.50 -0.25 -0.48
N -3.33874 1.06666 -2.54569 1.39 0.53 -0.70
O -3.63654 -0.16022 -2.44063 -0.38 0.06 0.14
O -4.05324 1.99363 -2.07517 -0.56 -0.67 0.06
H -1.21723 3.17866 -3.91959 0.13 0.00 -0.04
H -2.98628 3.30376 -3.81237 -0.01 0.08 0.00
H -2.00830 3.38120 -2.35181 -0.06 0.16 -0.15
H -1.19632 0.89840 -4.99048 -0.18 -0.20 0.17
H -0.66021 -0.00563 -3.57857 0.06 -0.03 -0.26
H -2.27155 -0.36758 -4.23978 0.31 0.20 -0.10
F -2.71255 1.06666 -0.06978 1.39 0.02 0.91
C -1.45000 0.98421 0.39599 -0.65 -0.43 -0.83
F -1.24130 1.99823 1.25772 -0.09 -0.54 -0.12
F -1.32597 -0.18381 1.07010 -0.04 0.65 0.00
S -0.27451 1.04262 -1.03959 0.19 0.60 0.63
N 1.14127 0.49719 -0.13693 1.05 0.35 1.17
S 2.26916 1.59958 0.92269 -0.92 -0.36 -1.62
C 2.31653 0.98597 2.63926 0.20 -0.03 -0.05
C 2.15947 1.93685 3.65311 -0.16 -0.11 -0.06
C 2.29667 1.54631 4.98825 0.18 -0.15 -0.14
C 2.63093 0.22634 5.31131 -0.13 0.12 -0.27
C 2.81368 -0.70794 4.28777 0.01 0.25 -0.21
C 2.69313 -0.32421 2.94292 -0.08 -0.05 0.18
O 3.57090 1.43633 0.34179 -0.34 0.04 0.47
O 1.62817 2.89159 0.93318 0.27 -1.08 0.13
S 1.82180 -0.90714 -0.87349 -0.90 0.72 -0.54
C 0.47405 -2.04851 -0.69540 0.56 -0.60 -0.33
C 0.42285 -2.94602 0.36737 -0.47 0.26 0.20
C -0.73851 -3.71166 0.52015 0.07 -0.02 -0.05
C -1.80123 -3.56653 -0.38092 0.07 0.29 0.02
C -1.68541 -2.71169 -1.47978 -0.01 -0.39 0.14
C -0.49019 -2.04784 -1.69305 -0.06 0.10 0.07
O 1.95743 -0.62579 -2.28909 0.29 -0.30 1.18
O 2.92667 -1.32610 -0.05939 0.07 -0.02 -0.11
H 1.96320 2.97647 3.39572 -0.14 -0.31 0.03
H 2.15938 2.28698 5.77635 0.07 -0.19 -0.21
H 2.76869 -0.06805 6.35720 -0.14 0.11 -0.43
H 3.06478 -1.74185 4.53547 0.00 0.35 -0.15
H 2.92140 -1.02593 2.14197 -0.21 0.16 0.16
H 1.26127 -3.01687 1.05899 -0.28 0.07 -0.06
H -0.83157 -4.39770 1.36647 0.09 0.18 -0.33
H -2.73076 -4.11907 -0.24325 0.25 0.13 0.11
H -2.51007 -2.51664 -2.16011 0.10 -0.25 0.05
H -0.29513 -1.54892 -2.63193 -0.19 0.31 0.31

---

45
Properties=species:S:1:pos:R:3:forces:R:3 method="wB97M-V/def2-TZVPD" e_lumo_ev=0.334 fmax_ha_per_bohr=0.1036 homo_energy_ev=-8.524 smiles="O=C(OC(C(F)(F)F)C(F)(F)F)N1Cc2ccc(N3CCS(=O)(=O)CC3)cc2C1" multiplicity=1
O 4.02763 0.99241 2.32030 0.64 -0.25 1.67
C 3.27209 1.34244 1.45401 1.71 -1.06 0.89
O 3.54848 2.45657 0.78053 -0.64 3.39 -0.55
C 4.21848 3.55727 1.52360 -1.87 -0.43 0.91
C 3.43546 4.12195 2.83035 2.14 -2.70 -0.96
F 2.11428 4.05212 2.66806 0.70 0.68 0.54
F 3.82115 3.40868 3.94274 -1.02 0.73 -1.14
F 3.95902 5.33251 2.99529 -1.09 0.66 0.30
C 4.44502 4.72243 0.54948 -0.96 -1.66 -3.19
F 4.91318 4.13044 -0.58508 -1.08 -0.50 -0.66
F 3.27843 5.40764 0.20985 1.90 -0.75 0.90
F 5.45041 5.50453 0.78593 0.10 1.81 2.00
N 2.27021 0.54491 1.08155 -1.67 0.25 -2.06
C 2.16568 -0.76124 1.67965 -1.27 -2.25 0.91
C 1.04312 -1.39141 0.79883 1.00 -0.67 2.88
C 0.34939 -2.53852 1.24380 -0.25 -0.60 -1.64
C -0.78411 -2.85256 0.47934 -0.43 -0.94 0.26
C -1.20580 -2.02057 -0.57550 -1.52 -0.28 -0.53
N -2.55350 -2.17932 -1.15500 2.19 -0.23 -0.25
C -2.68782 -2.24951 -2.65693 2.83 1.61 2.33
C -3.61292 -1.14516 -3.00388 -0.20 -0.11 -0.69
S -5.17504 -1.52441 -2.30595 -5.14 1.40 0.13
O -5.95190 -0.28063 -2.32410 0.99 -0.54 0.02
O -5.93604 -2.64483 -2.91568 2.62 0.90 1.04
C -4.83170 -1.81406 -0.51407 0.86 0.87 -1.77
C -3.69642 -2.78098 -0.47282 1.52 0.26 0.13
C -0.41643 -0.94273 -1.03372 -0.74 -0.87 1.50
C 0.69006 -0.59280 -0.27243 -0.66 -1.69 0.69
C 1.50021 0.61003 -0.25978 1.94 2.25 0.62
H 5.19096 3.25978 1.86983 0.38 -0.40 0.15
H 1.86771 -0.85772 2.80555 0.24 1.04 -1.91
H 3.06606 -1.41647 1.68998 -0.05 0.86 -0.58
H 0.68703 -3.31221 1.99819 -0.24 1.56 -0.69
H -1.36355 -3.80068 0.68969 0.63 1.34 -0.17
H -1.69132 -1.91434 -3.05469 -0.79 -1.02 0.13
H -2.96752 -3.24104 -2.92569 -0.25 -0.70 -0.72
H -3.27363 -0.22820 -2.49321 -0.31 -0.31 -0.41
H -3.69497 -1.01497 -4.08860 -0.44 0.14 0.23
H -4.63817 -0.81449 -0.04243 -0.11 -1.04 -0.52
H -5.69543 -2.28755 -0.15082 -1.51 -0.30 0.45
H -3.52376 -3.05029 0.55483 0.57 -0.01 0.42
H -3.91900 -3.69615 -0.99274 -0.62 -0.61 -0.16
H -0.86673 -0.30759 -1.74971 -0.03 0.68 -0.78
H 0.91381 1.54271 -0.32148 0.18 -0.35 0.19
H 2.25783 0.67397 -1.05707 -0.27 -0.15 0.05

---

41
Properties=species:S:1:pos:R:3:forces:R:3 method="wB97M-V/def2-TZVPD" e_lumo_ev="-12.358 / -10.899" fmax_ha_per_bohr=0.0262 s2=1.233 homo_energy_ev="-17.569 / -17.875" charge=+3 multiplicity=2
Re 0.34781 -0.60098 1.41709 0.70 -0.45 0.12
C -3.30764 2.06624 2.15258 0.05 -0.01 -0.07
C -2.79668 2.03876 0.75772 -0.33 0.25 0.21
N -3.36636 2.85514 -0.12631 -0.01 0.01 0.00
C -2.95419 2.86310 -1.37833 -0.22 0.17 0.18
C -1.94465 2.02606 -1.91265 0.29 -0.27 -0.07
C -1.65694 2.18287 -3.38024 0.08 -0.06 0.04
O -0.42433 1.58481 -3.72180 -0.09 0.03 0.08
C -1.32963 1.15275 -1.02863 -0.04 0.11 -0.16
C -0.43185 0.09924 -1.46014 0.15 -0.19 -0.03
N 0.24401 -0.65540 -0.66026 -0.03 0.02 -0.17
C 0.98496 -1.74378 -1.25337 0.00 0.00 0.02
C 1.77340 -1.56380 -2.38044 0.02 0.00 -0.02
C 2.41544 -2.65795 -2.94449 0.00 0.01 0.00
C 2.27682 -3.92317 -2.39095 0.01 0.00 -0.01
C 1.50470 -4.11520 -1.24952 -0.01 0.02 0.01
C 0.87825 -3.01600 -0.70008 0.01 0.00 -0.01
I -0.26152 -3.19440 1.06167 -0.08 -0.02 0.04
C -1.74166 1.19994 0.32768 0.49 -0.51 0.41
O -1.14652 0.44248 1.25202 -0.95 0.81 -0.51
H -3.32602 3.09910 2.50484 0.00 0.00 -0.01
H -2.74111 1.44315 2.83769 -0.01 0.01 -0.02
H -4.34938 1.73371 2.14378 -0.02 0.00 -0.01
H -3.45174 3.57018 -2.03647 -0.01 0.00 0.01
H -1.65661 3.25473 -3.60220 0.00 0.02 0.00
H -2.49070 1.74111 -3.94258 -0.01 0.00 0.00
H -0.20253 1.81447 -4.63146 0.01 0.02 -0.06
H -0.38639 -0.10778 -2.52211 0.00 0.00 0.01
H 1.89043 -0.57540 -2.80895 0.00 0.00 0.00
H 3.03206 -2.51883 -3.82182 0.00 0.00 0.00
H 2.77719 -4.77094 -2.83903 0.00 0.00 0.00
H 1.40455 -5.10128 -0.81572 0.00 0.00 0.00
N 2.38591 -1.11487 5.09634 0.01 -0.02 0.02
C 1.97396 -0.52160 4.01688 -0.07 0.00 -0.12
O 1.18322 -1.14521 3.22182 0.06 0.04 0.12
C 2.40776 0.89591 3.75785 -0.04 -0.04 -0.01
I 2.20784 1.31614 1.67140 0.00 0.04 0.02
H 2.06605 -2.05326 5.31383 0.00 0.00 0.00
H 3.00970 -0.66855 5.75721 0.00 0.00 0.00
H 3.44469 1.07454 4.03158 0.02 0.00 0.01
H 1.75769 1.59402 4.28555 0.00 0.00 -0.01

---

40
Properties=species:S:1:pos:R:3:forces:R:3 method="wB97M-V/def2-TZVPD" e_lumo_ev=-1.127 fmax_ha_per_bohr=0.1032 homo_energy_ev=-4.150 multiplicity=1
O -2.45239 0.31241 -1.96985 -4.33 1.58 -2.24
O 1.41337 -1.12171 1.33428 3.50 -1.22 2.96
I -3.87911 -1.82820 0.22159 -0.25 0.11 -0.24
I -0.56616 -3.47975 0.07483 0.07 -1.15 -0.22
C -0.33455 0.09476 -1.48354 1.13 -1.50 1.76
C 0.70793 -0.10349 -0.58874 -0.87 -0.05 -0.72
C 3.23092 0.03908 -4.99651 -0.64 -1.21 0.67
C -2.50155 2.00562 4.27240 0.37 -1.60 -0.65
C 2.86806 -1.08087 -4.24805 0.17 -0.35 1.49
C 3.13070 1.25791 -4.38881 -0.16 1.16 -0.44
C -1.20417 1.84526 3.79662 -0.54 0.81 0.34
C -3.41088 0.95941 4.04907 0.68 0.04 -0.46
C 2.52308 -0.91233 -2.88378 0.18 -0.64 -2.74
C 2.71740 1.42288 -3.08446 -0.06 -0.42 0.35
C -0.81264 0.68764 3.16976 0.93 0.10 0.11
C -2.95274 -0.21163 3.41861 -0.83 1.15 0.72
N -1.63290 -0.27092 -1.24470 3.89 -0.95 2.53
N 0.44592 -0.73833 0.64798 -4.69 1.21 -2.17
N 2.45407 0.31046 -2.32768 0.09 -0.13 -0.72
N -1.65313 -0.35359 3.05123 -0.56 -0.03 -0.61
C 2.12755 0.38953 -0.91353 -1.27 -1.03 1.21
C -1.99481 -0.66277 0.12202 1.98 -0.05 -1.13
C -1.16443 -1.57468 2.35016 -0.40 -1.41 -0.42
C -0.84887 -1.42789 0.84840 1.42 3.22 -0.83
H -0.09994 0.51820 -2.44192 -0.56 0.24 -0.24
H 3.48152 -0.09867 -6.02242 0.27 0.25 -0.56
H -2.77212 2.87956 4.80914 -0.31 0.68 0.22
H 2.91440 -2.10023 -4.67499 -0.14 0.78 0.45
H 3.29969 2.13147 -4.99874 0.11 0.27 0.18
H -0.52276 2.67850 3.91126 0.23 -0.27 -0.09
H -4.46477 1.13129 4.28853 0.43 -0.58 -0.07
H 2.21925 -1.80477 -2.35579 -0.02 0.39 0.70
H 2.58713 2.42091 -2.65298 0.04 -0.70 0.13
H 0.21002 0.56154 2.82023 -0.18 -0.38 -0.12
H -3.71100 -0.95903 3.20491 0.74 -0.39 -0.20
H 2.23809 1.41652 -0.61864 0.41 0.55 0.20
H 2.85274 -0.25022 -0.39470 -0.24 0.27 0.19
H -2.19681 0.24739 0.65796 -0.80 0.35 0.39
H -0.27818 -2.01190 2.81524 0.04 0.58 0.22
H -1.96794 -2.31939 2.42557 0.18 0.32 0.06

---

40
Properties=species:S:1:pos:R:3:forces:R:3 method="wB97M-V/def2-TZVPD" e_lumo_ev=-4.538 fmax_ha_per_bohr=0.0092 homo_energy_ev=-12.051 charge=+1 multiplicity=1
Ti 0.23541 -0.31796 0.78608 -0.43 -0.06 -0.19
C 3.35839 0.40218 -1.91763 0.02 0.00 0.00
C 2.19055 0.74254 -1.06679 0.04 -0.05 0.03
O 1.73246 -0.23465 -0.32356 0.23 0.05 -0.02
C 1.67560 2.02588 -0.96847 -0.01 0.03 -0.02
C 0.54986 2.30315 -0.19496 -0.02 -0.07 -0.04
C 0.34273 3.59021 0.50453 -0.02 0.01 0.02
N -0.44346 1.37000 -0.04052 0.06 0.05 0.21
N -0.61799 0.54619 -1.14476 -0.04 -0.05 -0.07
C -1.30904 -0.55783 -0.93166 0.17 0.25 0.06
O -1.42460 -0.98781 0.32451 -0.07 -0.17 -0.01
C -1.81023 -1.36444 -2.04005 -0.03 -0.09 0.10
C -2.40225 -2.59468 -1.75973 -0.01 -0.04 -0.05
C -2.89693 -3.36661 -2.79756 0.01 0.02 0.02
C -2.79813 -2.91065 -4.10444 0.00 0.02 -0.02
C -2.20874 -1.68149 -4.38213 -0.01 -0.01 -0.01
C -1.71427 -0.90290 -3.35313 0.00 0.01 0.02
H 3.10066 -0.45070 -2.54763 -0.02 0.00 0.00
H 4.19468 0.09445 -1.28761 0.00 0.00 0.00
H 3.65417 1.24083 -2.54079 0.02 -0.01 0.00
H 2.25906 2.83945 -1.37564 0.01 0.00 0.00
H 1.22143 4.22589 0.44510 0.00 0.01 0.01
H 0.09855 3.39887 1.55295 0.01 -0.01 -0.01
H -0.52089 4.09796 0.06855 0.01 0.00 -0.01
H -2.47383 -2.93728 -0.73673 0.00 0.00 0.00
H -3.35867 -4.32161 -2.58849 0.00 0.00 0.00
H -3.18514 -3.51532 -4.91386 0.00 0.01 0.00
H -2.13934 -1.33158 -5.40294 -0.01 0.00 0.00
H -1.25862 0.05730 -3.55269 0.00 0.00 -0.01
O 0.64133 -1.67643 2.24918 0.03 0.01 0.00
C 0.60501 -0.76460 3.13534 0.05 0.05 -0.03
C 0.66990 -0.87721 4.61983 0.01 0.01 0.01
C 0.50303 0.58437 5.05331 0.00 -0.04 0.00
C 0.37110 1.38466 3.76040 0.04 0.01 0.03
O 0.22018 2.56259 3.64840 -0.01 0.01 -0.04
N 0.46595 0.47463 2.67391 -0.01 0.04 0.01
H 1.62293 -1.32267 4.90745 0.00 0.00 0.00
H -0.11605 -1.54582 4.97116 -0.01 0.00 -0.01
H 1.35299 0.96727 5.61529 0.00 0.01 0.00
H -0.38779 0.75380 5.65577 0.00 0.01 0.00

---

40
Properties=species:S:1:pos:R:3:forces:R:3 method="wB97M-V/def2-TZVPD" e_lumo_ev=-0.729 fmax_ha_per_bohr=0.3736 homo_energy_ev=-8.529 smiles="COCCNC(=O)c1cc(Sc2nnc(C)s2)nc2ccccc12" multiplicity=1
C 0.41649 -2.05699 -3.61264 0.43 -1.11 1.14
O 1.04122 -0.91147 -3.03346 1.36 -3.09 1.28
C 0.55737 0.32907 -3.34950 -0.09 -2.26 -7.12
C 1.32606 1.30803 -2.64598 3.27 -0.38 -4.00
N 0.83709 1.15890 -1.43467 -0.88 -3.22 9.85
C 0.96728 2.09745 -0.46963 -0.82 1.92 -0.17
O 1.34248 3.24340 -0.79917 -0.57 -1.85 1.71
C 0.33677 1.63280 0.97391 4.73 -0.69 -4.12
C 0.82652 0.41060 1.47504 -0.56 3.21 -2.06
C 0.37508 0.08185 2.67662 -0.15 -4.47 5.52
S 0.96695 -1.74321 3.35786 -0.09 2.88 -0.35
C 0.46701 -2.53587 1.95162 -0.02 -1.20 -2.21
N 0.17064 -2.05287 0.78443 -2.53 1.47 0.86
N -0.49618 -2.99598 -0.09966 0.98 7.43 -0.50
C -0.02429 -4.04601 0.19072 0.80 -9.02 -0.96
C -0.15343 -5.21731 -0.88917 2.79 -3.43 15.01
S 0.52039 -4.27920 1.89966 0.04 -0.37 -0.97
N -0.43239 0.57253 3.62106 -0.74 3.37 -3.99
C -0.92491 1.77518 3.06842 1.27 3.35 -2.38
C -1.77772 2.73802 3.68863 3.72 -16.90 8.35
C -2.13160 3.87111 3.55690 -1.38 10.16 -9.18
C -1.89651 4.38688 2.17100 3.93 -1.39 1.01
C -0.80260 3.66592 1.35421 -7.80 12.12 -1.18
C -0.36752 2.54991 1.64881 0.34 -11.57 7.78
H 0.66450 -2.07906 -4.67250 -0.84 0.14 -0.31
H 0.79991 -3.06084 -3.22973 0.59 1.65 -0.01
H -0.61871 -2.21675 -3.25669 -0.09 0.89 -0.91
H -0.46268 0.27414 -3.12443 -1.89 0.94 0.27
H 0.66696 0.38807 -4.56834 -0.37 0.44 2.44
H 2.43712 1.11503 -2.86585 -1.19 0.16 0.78
H 1.13591 2.26305 -3.01023 -0.41 1.86 -0.56
H 0.75127 0.15570 -0.91794 0.12 2.66 -2.52
H 1.53857 -0.14309 0.91364 0.25 -0.43 -0.02
H 0.71935 -5.82219 -0.73264 1.09 0.11 -1.07
H -0.46245 -5.02969 -1.71711 -3.51 2.55 -9.71
H -0.78037 -5.95703 -0.26164 -0.15 0.93 -1.55
H -2.04558 2.18216 4.78174 0.41 1.57 -2.44
H -2.69820 4.41941 4.15438 -2.30 2.14 2.77
H -2.24655 5.41874 2.03455 0.31 -0.61 -0.85
H -0.54325 4.10958 0.38776 -0.03 0.01 0.39